# C50H48BiCl2Ge2N6S4

A molecular structure, C50H48BiCl2Ge2N6S4 (the ωB97M-V functional and the def2-TZVPD basis, OMol25).

Properties
Energy above the lowest of the compared OMol25 structures with the same formula, charge and spin   116.39 kJ/mol
Lowest unoccupied orbital energy (alpha / beta)   -5.0535 / -5.2269 eV
Spin multiplicity   2
Orbital gap (alpha / beta)   6.2 / 6.9 eV
F_max   0.69 eV/A
Net charge   +2

Positions of all 113 atoms, in Å:
Bi: 0.63012 -0.61274 -0.58391
C: 1.29995 -4.33056 3.58740
S: 2.65006 -3.17629 3.27876
C: 2.20173 -2.38175 1.78882
S: 0.65257 -2.69590 1.07842
N: 3.08826 -1.55961 1.28334
N: 2.80185 -1.05453 -0.00414
C: 3.60264 -1.60545 -0.95257
C: 3.06648 -1.95778 -2.20613
C: 3.85115 -2.50933 -3.24250
C: 3.23991 -2.97517 -4.37350
C: 1.84168 -2.89810 -4.48689
C: 1.13539 -2.31694 -3.46505
N: 1.72103 -1.82931 -2.35888
H: 1.51608 -4.74272 4.57156
H: 0.34351 -3.81600 3.61292
H: 1.29989 -5.12451 2.84646
H: 4.62642 -1.86828 -0.71203
H: 4.92271 -2.57412 -3.11301
H: 3.82645 -3.41326 -5.16942
H: 1.32490 -3.28412 -5.35250
H: 0.05777 -2.22790 -3.51603
Cl: -0.20283 3.24691 -1.56539
C: 1.51861 3.61262 -1.40526
Cl: 2.49685 2.17138 -1.01610
H: 1.65709 4.32495 -0.59828
H: 1.86178 3.98803 -2.36298
S: -6.41653 -3.33223 -0.09467
C: -6.52248 -4.23430 1.34761
C: -5.31410 -4.35313 1.96384
C: -4.28228 -3.69354 1.24910
C: -4.72566 -3.08701 0.10376
C: -3.94624 -2.31184 -0.86683
C: -2.61145 -1.96877 -0.58540
N: -1.85167 -1.23027 -1.36531
C: -2.35082 -0.77806 -2.54323
C: -3.66151 -1.08787 -2.93238
C: -4.17348 -0.60756 -4.18721
C: -3.40470 0.13831 -5.00234
C: -2.05486 0.47177 -4.63628
C: -1.23058 1.23737 -5.47430
C: 0.06504 1.52735 -5.10654
C: 0.48871 1.02990 -3.85920
N: -0.26648 0.33700 -3.04131
C: -1.52915 0.03267 -3.41307
C: 0.96874 2.32424 -5.93856
C: 0.80615 2.69923 -7.24197
C: 1.87973 3.48574 -7.73371
C: 2.84043 3.69515 -6.79436
S: 2.45450 2.93814 -5.31316
C: -4.44937 -1.85990 -2.06674
H: -7.47115 -4.63771 1.66087
H: -5.16579 -4.89625 2.88442
H: -3.25019 -3.69292 1.57038
H: -2.16153 -2.29300 0.34595
H: -5.18997 -0.86013 -4.45938
H: -3.78876 0.50196 -5.94636
H: -1.63376 1.60231 -6.41037
H: 1.50389 1.21889 -3.52179
H: -0.04504 2.41781 -7.84460
H: 1.93456 3.87253 -8.73936
H: 3.75697 4.25315 -6.89038
H: -5.46475 -2.09756 -2.36347
C: 5.45196 0.38109 0.90830
Ge: 4.74901 -0.89279 2.18595
C: 5.89483 -2.43408 2.41627
C: 4.12618 -0.06791 3.82231
Ge: 0.42943 1.10367 2.00075
C: 0.56119 3.07480 1.96783
C: 1.88552 3.48937 2.13180
C: 2.21978 4.83502 2.20923
C: 1.22597 5.79792 2.10692
C: -0.09524 5.40549 1.94254
C: -0.42289 4.05727 1.87703
C: 0.03787 0.82937 3.92020
C: -0.68268 1.77498 4.65001
C: -1.06196 1.52061 5.96066
C: -0.71284 0.32265 6.57017
C: 0.01874 -0.62129 5.86419
C: 0.38280 -0.36671 4.54814
H: 6.26250 -0.06508 0.33365
H: 5.85382 1.23273 1.45756
H: 4.68482 0.74107 0.22744
H: 6.92754 -2.08334 2.41473
H: 5.77107 -3.13868 1.59458
H: 5.69826 -2.94496 3.35532
H: 4.86596 0.67348 4.12799
H: 4.02265 -0.79752 4.62207
H: 3.17130 0.43688 3.68338
H: 2.68267 2.75191 2.20006
H: 3.25165 5.13105 2.34748
H: 1.47803 6.84817 2.16483
H: -0.87535 6.15214 1.87147
H: -1.46652 3.79013 1.76919
H: -0.94312 2.72764 4.20387
H: -1.62126 2.26483 6.51252
H: -1.00317 0.13051 7.59450
H: 0.30884 -1.54977 6.34011
H: 0.94433 -1.11788 4.00594
C: -5.90383 0.14617 1.63677
C: -4.42106 0.33121 1.55987
C: -3.55686 -0.53956 2.22328
C: -2.19967 -0.32930 2.17297
N: -1.64798 0.68804 1.48886
C: -2.46678 1.51564 0.82980
C: -3.84058 1.37128 0.84170
H: -6.17765 -0.87300 1.35751
H: -6.43284 0.84325 0.99131
H: -6.24132 0.30326 2.66264
H: -3.94644 -1.38002 2.78238
H: -1.51174 -0.98520 2.69250
H: -1.99186 2.29422 0.24777
H: -4.45158 2.07031 0.28680

Atomic forces in eV per Å
0.6 0.2 0.3
0.0 0.1 0.0
0.0 0.0 -0.1
-0.1 0.0 0.0
0.0 -0.1 0.0
-0.1 0.1 0.1
0.0 0.0 -0.1
-0.1 0.0 -0.1
0.1 0.0 0.1
0.0 0.0 0.0
0.0 0.0 0.0
0.0 0.0 0.0
0.0 0.1 0.0
-0.1 -0.1 0.0
0.0 0.0 0.0
0.0 0.0 0.0
0.0 0.0 0.0
0.0 0.0 0.0
0.0 0.0 0.0
0.0 0.0 0.0
0.0 0.0 0.0
0.0 0.0 0.0
0.0 0.0 0.0
0.1 0.1 0.0
-0.1 0.0 -0.1
0.0 0.0 0.0
0.0 0.0 0.0
-0.1 0.0 0.0
0.0 0.0 0.0
0.0 0.0 0.0
0.0 -0.1 0.0
0.1 0.0 -0.1
0.0 0.0 0.1
0.1 0.1 0.1
0.1 -0.2 -0.2
0.0 0.1 0.1
-0.1 0.0 0.0
0.0 0.0 0.0
0.1 0.0 0.0
0.0 0.0 -0.1
0.0 0.0 0.0
0.0 0.0 0.0
0.0 0.0 0.0
-0.2 -0.2 0.0
0.0 0.0 0.0
0.0 0.0 0.1
0.0 0.0 0.0
0.0 0.0 0.0
0.0 0.0 0.0
0.0 0.0 0.0
-0.1 0.0 0.0
0.0 0.0 0.0
0.0 0.0 0.0
0.0 0.0 0.0
0.0 -0.1 -0.1
0.0 0.0 0.0
0.0 0.0 0.0
0.0 0.0 0.0
0.0 0.0 0.0
0.0 0.0 0.0
0.0 0.0 0.0
0.0 0.0 0.0
0.0 0.0 0.0
0.0 0.0 0.0
-0.1 0.0 -0.1
0.0 0.0 0.0
0.0 0.0 0.1
-0.3 -0.1 -0.1
0.0 0.0 -0.2
0.0 0.0 0.0
0.0 0.0 0.0
0.0 0.0 0.0
0.0 0.0 0.0
0.0 0.0 0.0
0.0 -0.2 -0.1
0.0 0.0 0.0
0.0 0.0 0.0
0.0 0.0 0.0
0.0 0.0 0.0
0.0 0.0 0.0
0.0 0.0 0.0
0.0 0.0 0.0
0.0 0.0 0.0
0.0 0.0 0.0
0.0 0.0 0.0
0.0 0.0 0.0
0.0 0.0 0.0
0.0 0.0 0.0
0.0 0.0 0.0
0.0 0.0 0.0
0.0 0.0 0.0
0.0 0.0 0.0
0.0 0.0 0.0
0.0 0.0 0.0
0.0 0.0 0.0
0.0 0.0 0.0
0.0 0.0 0.0
0.0 0.0 0.0
0.0 0.0 0.0
0.0 0.0 0.0
-0.1 0.0 0.0
0.0 0.0 0.0
0.0 0.0 0.0
-0.1 0.3 0.5
0.1 -0.1 -0.3
0.0 -0.1 -0.1
0.0 0.0 0.0
0.0 0.0 0.0
0.0 0.0 0.0
0.0 0.0 0.0
0.0 0.1 0.1
0.0 0.1 0.1
0.0 0.0 0.0

Atom charges from the Löwdin analysis, given in e for atoms 1 to 99: 1.495 -0.381 0.904 -1.030 0.560 -0.241 -0.302 -0.126 -0.284 -0.004 -0.036 -0.038 -0.136 -0.068 0.051 0.019 0.045 0.118 0.123 0.121 0.113 0.105 0.607 -0.899 0.532 0.021 0.014 1.077 -0.380 -0.158 -0.133 -0.500 -0.186 -0.097 0.010 -0.158 -0.121 0.000 0.003 -0.119 0.072 -0.181 -0.155 -0.007 -0.176 -0.480 -0.103 -0.156 -0.386 1.050 0.050 0.079 0.112 0.110 0.073 0.126 0.127 0.131 0.067 0.116 0.114 0.076 0.116 -0.193 0.857 -0.210 -0.195 0.930 -0.385 -0.172 -0.080 -0.075 -0.072 -0.143 -0.357 -0.097 -0.065 -0.069 -0.074 -0.154 0.034 0.035 -0.023 0.036 0.031 0.015 0.038 0.019 0.001 0.082 0.110 0.111 0.111 0.085 0.094 0.110 0.111 0.106 0.044